The following is a DFT calculation (ωB97M-V/def2-TZVPD) of a 7-piece molecular cluster, C19H56N4O7 overall at a distorted geometry.

The geometry in XYZ format:
```
86
Properties=species:S:1:pos:R:3:mulliken_charge:R:1
O -4.140 -2.975 2.176 -0.40
O -4.926 -0.786 -1.884 -0.45
O 4.433 0.049 -4.458 -0.27
O -0.465 3.673 1.377 -0.46
O 0.786 -2.956 3.138 -0.48
O 4.658 2.920 2.544 -0.38
O 1.083 0.664 0.313 -0.16
N 1.804 0.832 3.426 -0.49
N 2.357 -0.773 -1.693 -0.64
N -3.528 1.826 -4.199 -0.76
N -2.847 -1.961 -0.900 -0.20
C -4.466 -2.440 3.405 -0.74
C -6.005 -1.555 -1.837 -0.80
C -1.553 -3.588 0.560 -2.81
C -3.307 1.866 -1.793 -1.46
C 3.739 1.825 2.421 -0.15
C 3.332 0.005 -2.418 0.49
C 3.670 1.435 4.915 -1.52
C -3.465 0.950 -2.958 0.62
C -3.465 -2.110 1.183 -0.08
C 5.825 2.710 1.681 -0.67
C -0.164 -2.481 3.984 -0.55
C 3.801 -0.818 -3.602 -1.08
C -2.954 -2.965 0.131 0.15
C -4.901 0.226 -2.999 -0.62
C 4.894 -0.355 -5.623 -0.91
C 2.812 1.769 3.710 0.03
C 4.379 0.411 -1.460 -1.14
C -0.671 4.721 0.445 -0.54
C -0.199 0.244 0.608 0.16
H -3.765 1.382 -4.852 0.23
H -4.890 -3.328 3.977 0.24
H 0.181 5.369 0.392 0.26
H 4.242 -0.988 -6.207 0.35
H 2.716 0.825 -2.867 0.32
H -3.839 -1.612 -1.203 0.25
H -0.427 -0.260 -0.358 0.15
H 0.965 -3.922 3.300 0.31
H -0.028 2.887 0.779 0.27
H -0.978 -2.641 0.696 0.36
H -4.024 2.715 -1.869 0.31
H -5.795 1.089 -2.940 0.17
H 5.530 -1.185 -5.683 0.40
H -3.650 -3.730 -0.137 0.34
H 5.345 0.510 -6.165 0.24
H -1.309 -4.167 -0.122 0.85
H -2.527 0.367 -3.187 0.21
H 2.881 -1.508 -1.382 0.20
H -6.763 -0.942 -1.345 0.29
H -2.505 -2.608 -1.747 0.27
H 4.334 2.259 5.060 0.31
H 2.271 2.743 3.861 0.46
H -2.893 -1.455 1.744 0.51
H 6.360 1.837 2.033 0.35
H 0.066 -0.285 1.557 -0.26
H 3.179 1.996 1.380 -0.01
H 1.148 1.159 2.742 0.16
H 1.585 -1.030 -2.412 0.26
H -4.364 -1.383 0.770 -0.05
H 3.062 1.446 5.789 0.36
H -1.097 -3.019 3.715 0.18
H 1.483 0.252 -0.429 0.22
H 2.896 -1.225 -3.963 0.53
H -5.255 -1.632 3.271 0.26
H -0.953 1.110 0.637 0.05
H -4.312 2.595 -4.012 0.29
H 4.142 0.950 -0.574 0.10
H -6.347 -1.642 -2.972 0.26
H 5.113 1.141 -1.902 0.34
H -3.244 1.278 -0.847 0.20
H 2.228 -0.051 2.954 0.30
H -0.341 -1.397 3.990 0.25
H 4.263 0.807 2.270 0.35
H -4.825 -0.268 -4.071 0.34
H 4.899 -0.528 -1.060 0.30
H -5.741 -2.409 -1.265 0.33
H 4.263 -1.754 -3.321 0.42
H 6.512 3.583 1.976 0.28
H -1.463 -4.140 1.210 1.07
H 5.702 3.039 0.514 0.18
H 0.200 -2.980 5.002 0.31
H -1.577 5.175 0.859 0.25
H 4.059 0.524 4.475 0.40
H -2.473 2.515 -1.719 0.55
H -3.673 -2.156 3.943 0.32
H -1.085 4.328 -0.478 0.20
```

The HOMO-LUMO gap is 0.32865 Ha. For the total energy, the calculation gives -1502.62504 Eh. As for the relative energy (zero: lowest compared OMol25 entry of this formula, charge and spin): 1219.1 kJ/mol. Its SMILES is COC[C@H](C)N.COC[C@H](C)N.COC[C@H](C)N.COC[C@H](C)N.CO.CO.CO. The LUMO energy is 0.471 eV.